Entry 1:
C25H75IInO11 | the ωB97M-V functional and the def2-TZVPD basis

```
113
Properties=species:S:1:pos:R:3:lowdin_charge:R:1
C 2.835 5.798 5.644 -0.141
C 1.487 5.975 4.938 -0.471
C 0.344 5.867 5.954 -0.916
In -0.292 3.710 6.094 0.196
I -1.296 7.153 5.408 0.568
H 2.831 4.854 6.196 0.050
H 3.654 5.786 4.921 0.042
H 2.991 6.628 6.341 0.071
H 1.367 5.180 4.190 0.059
H 1.492 6.922 4.382 0.066
H 0.677 6.301 6.899 -0.018
H -1.136 3.355 7.589 -0.158
H 1.261 2.856 5.991 -0.126
H -1.245 3.470 4.650 -0.115
C -1.701 1.312 0.768 -0.082
C -0.903 1.853 1.937 -0.343
O -0.769 0.967 3.026 -0.090
H -2.703 1.018 1.089 0.085
H -1.795 2.078 -0.004 0.050
H -1.214 0.445 0.312 0.046
H -1.397 2.725 2.369 0.075
H 0.084 2.181 1.583 0.110
H -0.350 0.143 2.757 0.057
C 0.129 -2.253 -0.592 -0.077
C -0.206 -2.976 0.695 -0.315
O -0.378 -2.090 1.797 -0.083
H 1.048 -1.676 -0.475 0.087
H 0.276 -2.964 -1.404 0.045
H -0.670 -1.565 -0.875 0.049
H 0.602 -3.648 0.986 0.112
H -1.109 -3.585 0.561 0.108
H -1.116 -1.505 1.584 0.064
C 1.027 -6.987 -1.905 -0.083
C 0.848 -5.512 -2.210 -0.324
O 2.040 -4.775 -1.970 -0.093
H 1.334 -7.119 -0.867 0.077
H 0.096 -7.530 -2.071 0.054
H 1.800 -7.421 -2.545 0.074
H 0.086 -5.081 -1.561 0.098
H 0.517 -5.368 -3.244 0.102
H 2.715 -5.116 -2.572 0.058
C 2.738 -2.182 -4.846 -0.087
C 3.837 -3.035 -4.250 -0.315
O 3.699 -4.420 -4.578 -0.093
H 1.763 -2.547 -4.518 0.072
H 2.844 -1.144 -4.527 0.077
H 2.771 -2.203 -5.938 0.072
H 3.785 -3.009 -3.162 0.107
H 4.824 -2.665 -4.546 0.109
H 3.748 -4.516 -5.535 0.081
C 4.455 2.068 3.813 -0.084
C 3.974 3.349 3.166 -0.296
O 4.906 4.423 3.359 -0.108
H 4.593 2.220 4.884 0.080
H 3.722 1.272 3.676 0.077
H 5.404 1.739 3.379 0.071
H 3.033 3.660 3.619 0.093
H 3.802 3.208 2.094 0.109
H 5.727 4.153 2.932 0.073
C -2.796 -8.935 -3.677 -0.088
C -2.946 -7.468 -4.029 -0.318
O -1.740 -6.734 -3.862 -0.087
H -2.440 -9.046 -2.653 0.075
H -3.751 -9.454 -3.772 0.072
H -2.082 -9.424 -4.344 0.072
H -3.652 -6.986 -3.352 0.090
H -3.334 -7.356 -5.047 0.111
H -1.068 -7.102 -4.446 0.083
C 7.026 6.118 6.201 -0.088
C 8.039 5.062 5.805 -0.332
O 7.433 3.800 5.562 -0.085
H 6.476 5.803 7.088 0.080
H 7.520 7.069 6.411 0.070
H 6.301 6.278 5.400 0.066
H 8.756 4.889 6.610 0.106
H 8.610 5.395 4.928 0.104
H 6.782 3.935 4.862 0.046
C -1.239 0.169 -4.695 -0.084
C -2.136 -0.471 -3.653 -0.318
O -1.879 0.015 -2.341 -0.092
H -0.190 -0.013 -4.459 0.066
H -1.455 -0.232 -5.687 0.074
H -1.406 1.248 -4.730 0.067
H -1.959 -1.548 -3.607 0.109
H -3.184 -0.303 -3.910 0.089
H -2.079 0.958 -2.343 0.078
C -5.197 3.565 -3.493 -0.087
C -4.639 2.999 -4.784 -0.320
O -4.601 1.576 -4.790 -0.092
H -4.610 3.224 -2.640 0.068
H -5.174 4.656 -3.513 0.076
H -6.235 3.255 -3.349 0.072
H -3.602 3.308 -4.918 0.109
H -5.206 3.372 -5.645 0.106
H -5.497 1.239 -4.689 0.084
C -5.201 -6.474 -0.560 -0.088
C -6.142 -7.019 -1.615 -0.335
O -7.201 -7.797 -1.071 -0.081
H -4.777 -7.287 0.029 0.078
H -4.384 -5.914 -1.020 0.070
H -5.724 -5.795 0.117 0.074
H -5.612 -7.702 -2.281 0.093
H -6.539 -6.202 -2.229 0.111
H -7.712 -7.241 -0.474 0.080
C -0.900 5.578 0.637 -0.073
C -1.399 5.316 -0.770 -0.322
O -2.516 4.430 -0.797 -0.103
H -0.630 4.646 1.133 0.060
H -0.023 6.227 0.621 0.078
H -1.664 6.071 1.242 0.079
H -0.633 4.816 -1.364 0.108
H -1.643 6.258 -1.275 0.103
H -3.225 4.808 -0.266 0.084
```

Calculated values
- energy (Eh) = -2312.81030
- LUMO level (eV) = 1.58
- total charge = -1
- F_max (eV/A) = 0.5

Entry 2:
CH7O2S | the ωB97M-V functional and the def2-TZVPD basis

```
11
Properties=species:S:1:pos:R:3:nbo_charge:R:1
C 0.406 -0.901 -0.036 -0.733
S -0.941 0.322 -0.362 -0.728
H 1.361 -0.581 -0.292 0.190
H 0.175 -1.789 -0.665 0.183
H 0.583 -1.169 0.991 0.164
H -1.010 -0.159 2.076 0.506
H -2.350 0.654 2.400 0.475
O -1.598 0.175 2.829 -0.998
H 1.387 1.745 -2.722 0.445
H 0.553 0.798 -1.892 0.496
O 1.433 0.905 -2.327 -1.001
```

Calculated values
- energy (Eh) = -590.99435
- energy above the lowest of the compared OMol25 structures with the same formula, charge and spin (eV) = 0.4905
- LUMO level (eV) = 4.10
- total charge = -1
- F_max (eV/A) = 2.2

Entry 3:
C14H28O3Si | the ωB97M-V functional and the def2-TZVPD basis

```
46
Properties=species:S:1:pos:R:3:nbo_charge:R:1
O -0.962 -1.250 -1.755 -0.916
O 0.276 1.011 -0.649 -0.926
O -2.362 1.068 -0.997 -0.906
C 3.008 0.758 3.263 -0.183
C 1.811 1.282 3.483 -0.186
C 0.531 -3.116 -2.282 -0.628
C -0.254 3.325 -1.320 -0.642
C -3.845 0.063 -2.696 -0.637
C 0.353 -1.619 -2.065 -0.057
C 0.473 2.036 -1.635 -0.054
C -2.830 1.142 -2.328 -0.060
C 3.290 -0.474 2.498 -0.448
C 0.585 0.518 3.085 -0.447
C 2.084 -1.396 2.305 -0.377
C -0.324 -1.405 1.574 -0.384
C 0.870 -0.530 1.956 -0.215
C -1.430 -0.638 0.952 -0.958
Si -1.096 0.058 -0.722 2.357
H 3.872 1.305 3.609 0.198
H 1.699 2.249 3.944 0.204
H 0.174 -3.665 -1.390 0.209
H 1.561 -3.347 -2.477 0.215
H -0.079 -3.508 -3.108 0.212
H 0.078 3.766 -0.384 0.212
H -0.103 4.097 -2.087 0.213
H -1.292 3.145 -1.154 0.226
H -3.454 -0.925 -2.520 0.220
H -4.701 0.109 -2.045 0.211
H -4.191 0.140 -3.740 0.214
H 0.592 -1.072 -3.002 0.163
H 1.023 -1.248 -1.273 0.174
H 0.189 1.658 -2.634 0.155
H 1.538 2.215 -1.681 0.184
H -3.304 2.108 -2.424 0.180
H -1.965 1.142 -2.985 0.157
H 3.582 -0.118 1.510 0.210
H 4.128 -1.056 2.892 0.212
H 0.128 0.045 3.969 0.207
H -0.098 1.268 2.687 0.211
H 2.221 -2.177 1.533 0.202
H 1.849 -1.928 3.249 0.191
H -0.027 -2.234 0.936 0.198
H -0.663 -1.829 2.535 0.193
H 1.123 0.046 1.053 0.221
H -2.337 -1.244 0.767 0.241
H -1.717 0.221 1.555 0.236
```

Calculated values
- energy (Eh) = -1065.55840
- energy above the lowest of the compared OMol25 structures with the same formula, charge and spin (eV) = 0.0560
- LUMO level (eV) = 0.84
- SMILES = CCO[Si](CC[C@H]1CC=CCC1)(OCC)OCC
- F_max (eV/A) = 1.8

What is the formula in the third record?
C14H28O3Si

Which of these has the highest LUMO level?
CH7O2S

Number 1 is which compound?
C25H75IInO11